This record from the OMol25 dataset describes the molecule C4H8O2. The level of theory is ωB97M-V with the def2-TZVPD basis set.

Last column: natural (NBO) charge in e.
Positions of all 14 atoms, in Å:
C (1.298, 2.159, -0.202)  -0.62
C (0.940, 0.706, -0.426)  -0.10
O (0.665, 0.159, 0.887)  -0.52
C (-0.196, -0.800, 1.141)  0.43
O (-0.724, -1.235, -0.003)  -0.55
C (-1.793, -2.153, 0.207)  -0.25
H (0.448, 2.690, 0.237)  0.21
H (2.143, 2.238, 0.489)  0.22
H (1.565, 2.643, -1.147)  0.21
H (0.071, 0.589, -1.074)  0.20
H (1.772, 0.137, -0.853)  0.19
H (-1.603, -2.762, 1.089)  0.20
H (-1.863, -2.773, -0.685)  0.19
H (-2.725, -1.598, 0.339)  0.18

Cartesian forces, eV/Å:
0.0284 0.0560 0.0165
0.0114 0.0222 -0.2196
-0.1228 -0.2566 0.3683
0.2126 0.2685 -0.4643
0.1318 0.2036 0.3709
-0.3266 -0.2362 -0.0994
0.1272 -0.0497 -0.0823
-0.0974 0.0165 -0.1241
-0.0287 -0.0860 0.1197
0.0856 0.0424 0.0892
-0.1242 0.0671 0.0571
0.0073 0.0347 -0.0585
0.0144 -0.0044 0.0412
0.0809 -0.0780 -0.0148

Calculated values
Total energy (eV): -8370.40376
ΔE to the lowest compared entry with this formula, charge and spin (kcal/mol): 66.4
E_LUMO (eV): 1.0